Entry from the OMol25 dataset: C3LiO6Sn as an isolated structure in a non-equilibrium geometry (ωB97M-V/def2-TZVPD).

Properties
Multiplicity ... 2
Energy relative to the best compared isomer or geometry (same formula, charge and spin) ... 0.0 kcal/mol
E_HOMO (spin up / spin down) ... -6.100 / -9.604 eV
E ... -21433.8828 eV

Each line ends with the Mulliken spin population.
Atoms and positions in Å:
O1 1.7138 0.1325 -1.5667  0.01
C1 1.0123 0.2447 -0.5326  0.01
O2 1.0575 -0.5708 0.4227  0.01
C2 -1.3725 -2.2435 1.2467  0.00
O3 -1.9452 -2.0664 0.2514  0.00
O4 -0.9085 -2.4969 2.2807  0.00
Li1 2.4860 -1.4619 -0.6593  0.00
C3 0.0488 1.4300 -0.4236  0.05
O5 -0.0730 2.2226 -1.3953  -0.02
O6 -0.6107 1.5995 0.6365  -0.02
Sn1 -1.4085 3.2102 -0.2605  0.96

Cartesian forces (eV/Å) of the 6 atoms listed first:
O 0.1 -0.1 0.1
C 0.3 -0.4 -0.1
O 0.1 -0.2 0.0
C -0.6 -0.3 0.4
O 0.5 0.2 0.0
O 0.2 0.2 -0.4